[1]
Molecular formula: C30H34AsF22O7S3
Method: DFT, the ωB97M-V functional and the def2-TZVPD basis

```
! wB97M-V def2-TZVPD RIJCOSX def2/J DEFGRID3
* xyz -1 1
As -22.188 -9.535 -14.855
F -22.277 -10.741 -13.541
F -22.782 -10.652 -16.158
F -21.946 -8.162 -16.073
F -21.503 -8.417 -13.718
F -20.472 -10.027 -15.341
F -23.893 -8.833 -14.573
C -27.142 -10.972 -16.777
C -26.864 -9.479 -17.155
C -25.555 -9.165 -17.991
F -25.068 -10.137 -18.867
F -25.608 -8.043 -18.798
F -27.899 -9.075 -17.867
F -26.955 -8.772 -16.057
O -28.226 -11.180 -15.924
C -27.953 -11.753 -14.592
C -29.271 -12.104 -13.854
F -28.936 -12.454 -12.631
F -30.319 -11.274 -13.862
F -27.185 -12.797 -14.602
F -27.291 -10.714 -13.974
H -26.170 -11.189 -16.335
H -27.245 -11.661 -17.615
H -24.829 -8.926 -17.214
H -29.708 -13.053 -14.163
C -22.100 -8.504 -19.544
C -21.091 -9.580 -20.102
C -19.705 -8.995 -20.379
F -18.971 -9.928 -20.925
F -19.730 -7.952 -21.130
F -21.143 -10.585 -19.178
F -21.643 -10.075 -21.197
O -21.985 -7.144 -19.943
C -23.085 -6.273 -19.790
C -22.645 -4.819 -20.089
F -22.376 -4.601 -21.367
F -23.414 -3.791 -19.659
F -23.965 -6.796 -20.681
F -23.458 -6.356 -18.518
H -21.974 -8.482 -18.462
H -23.106 -8.881 -19.731
H -19.177 -8.589 -19.516
H -21.735 -4.740 -19.495
C -24.248 -13.033 -20.873
S -25.329 -13.781 -19.549
O -25.095 -15.249 -19.648
C -24.266 -13.051 -18.230
H -23.218 -12.828 -20.579
H -24.641 -12.055 -21.151
H -24.262 -13.792 -21.655
H -24.741 -13.004 -17.250
H -23.810 -12.074 -18.388
H -23.403 -13.683 -18.021
C -22.518 -10.144 -9.741
S -23.743 -11.088 -10.727
O -24.395 -12.042 -9.702
C -24.908 -9.659 -11.030
H -22.723 -9.686 -8.773
H -22.051 -9.441 -10.431
H -21.777 -10.889 -9.450
H -25.819 -9.981 -11.532
H -24.391 -9.028 -11.753
H -25.096 -9.134 -10.093
C -19.744 -11.135 -12.208
S -19.915 -12.600 -11.080
O -20.889 -13.622 -11.680
C -18.210 -13.409 -11.284
H -19.667 -11.313 -13.281
H -18.742 -10.811 -11.928
H -20.401 -10.272 -12.094
H -17.376 -12.775 -10.985
H -17.943 -13.772 -12.277
H -18.458 -14.140 -10.514
C -18.680 -6.072 -18.817
C -19.125 -6.815 -17.735
C -18.240 -7.353 -16.816
C -16.871 -7.051 -16.839
C -16.411 -6.173 -17.883
C -17.356 -5.772 -18.902
C -14.998 -5.748 -17.953
O -14.661 -4.857 -18.767
C -14.046 -6.400 -16.953
C -12.674 -6.016 -16.938
C -11.820 -6.534 -15.939
C -12.214 -7.579 -15.084
C -13.581 -8.019 -15.131
C -14.459 -7.393 -16.031
C -15.909 -7.752 -15.918
O -16.389 -8.473 -15.024
H -19.320 -5.662 -19.584
H -20.180 -7.045 -17.718
H -18.655 -7.883 -15.972
H -16.963 -5.192 -19.724
H -12.335 -5.244 -17.613
H -10.790 -6.259 -15.766
H -11.496 -8.044 -14.425
H -13.781 -8.803 -14.416
*
```

Total energy   -199123.438 eV
Relative energy (zero: lowest compared OMol25 entry of this formula, charge and spin)   116.6 kcal per mole
Frontier orbital gap   0.247 Eh


[2]
Molecular formula: C4H6O2
Method: DFT, the ωB97M-V functional and the def2-TZVPD basis

```
! wB97M-V def2-TZVPD RIJCOSX def2/J DEFGRID3
* xyz 0 1
O 2.376 -0.258 1.531
C 1.458 -0.113 0.817
C 0.418 0.057 0.035
C -0.951 -0.133 0.569
C -2.109 0.476 -0.080
O -1.842 -0.915 -0.213
H 3.247 -0.190 -1.314
H 2.762 -0.722 -1.505
H 0.580 0.322 -1.006
H -0.997 -0.329 1.641
H -2.989 0.738 0.506
H -1.952 1.068 -0.981
*
```

Total energy   -8337.022 eV
Relative energy (zero: lowest compared OMol25 entry of this formula, charge and spin)   79.3 kcal per mole
Frontier orbital gap   0.364 Eh
Structure (SMILES)   O=C=C[C@H]1CO1.[H][H]


[3]
Molecular formula: C8H15O2P
Method: DFT, the ωB97M-V functional and the def2-TZVPD basis

```
! wB97M-V def2-TZVPD RIJCOSX def2/J DEFGRID3
* xyz 0 3
C 2.959 -0.808 0.471
C 3.627 -1.230 1.506
C 2.837 -1.001 -0.971
C 2.254 0.220 -1.639
C -3.780 0.477 -0.673
C -3.234 -0.214 0.525
C -1.694 -0.260 0.487
C -0.965 1.002 0.857
O 1.300 2.412 0.888
O 1.004 0.578 -1.040
P 0.905 1.038 0.550
H 3.406 -0.660 2.501
H 4.251 -2.083 1.608
H 3.898 -1.125 -1.439
H 2.316 -1.866 -1.149
H 3.045 0.953 -1.540
H 1.919 0.005 -2.580
H -4.850 0.570 -0.492
H -3.347 1.504 -0.705
H -3.704 -0.142 -1.674
H -3.483 -1.260 0.537
H -3.695 0.043 1.473
H -1.474 -0.386 -0.667
H -1.130 -0.993 1.103
H -1.046 1.408 1.854
H -1.318 1.817 0.209
*
```

Total energy   -21918.544 eV
Frontier orbital gap (spin up / spin down)   0.289 / 0.305 Eh